(1)
This record from the Open Molecules 2025 dataset describes a molecular structure, C20H21BNO7Pt in a non-equilibrium geometry. The level of theory is ωB97M-V/def2-TZVPD.

The value obtained for the gap between HOMO and LUMO (spin up / spin down) is 4.6 / 4.6 eV. For the LUMO energy (spin up / spin down), the calculation gives -0.3553 / -0.3486 eV. As for the spin multiplicity: 1. Its HOMO energy (spin up / spin down) is -4.960 / -4.964 eV. The charge is -1.

The geometry in XYZ format:
```
51
Properties=species:S:1:pos:R:3:forces:R:3
Pt 1.29800 -1.03827 0.70918 2.49 -1.37 1.86
O 0.31872 -6.27832 5.31466 -1.06 -0.38 0.59
C 1.36403 -5.88294 4.82132 -0.20 0.99 -1.12
O 2.54232 -6.14838 5.00399 1.15 -0.23 0.15
C 1.13008 -4.78030 3.67833 -1.32 -0.94 1.69
C -0.12888 -4.17669 3.58084 1.76 -0.56 0.10
C -0.35936 -3.28530 2.53053 -0.06 1.23 -0.99
N 0.53112 -2.97260 1.63181 -0.22 0.31 0.23
C 1.89105 -3.43808 1.74671 -1.57 -2.29 0.24
C 2.10858 -4.48352 2.78793 0.40 1.66 -1.68
C 3.93312 -1.78843 1.27878 -0.30 -1.22 1.88
O 4.99758 -2.16790 1.73813 0.68 0.06 -0.26
O 3.67157 -1.16454 0.22793 -1.21 0.74 -0.67
H -0.89146 -4.41609 4.29971 -0.14 -0.26 0.11
H -1.32633 -2.80618 2.43004 -0.06 0.03 -0.10
H 3.07146 -4.96714 2.81079 0.23 -0.03 0.34
C 3.52168 -2.28254 4.33304 0.43 0.10 -0.12
O 2.60825 -1.69076 3.40571 -0.82 -0.01 -0.53
C 2.63082 -2.09219 2.10989 0.79 1.75 -1.18
C 2.33564 -3.94069 0.36371 0.06 0.16 -0.33
H 3.13120 -3.24861 4.67062 -0.04 -0.02 0.00
H 3.59050 -1.59294 5.17411 -0.05 -0.09 -0.03
H 4.49550 -2.41644 3.85894 -0.08 0.01 0.13
H 3.41287 -4.07085 0.32125 0.10 -0.05 0.08
H 2.03628 -3.21526 -0.40557 0.14 -0.23 0.24
H 1.84570 -4.89404 0.16908 0.00 0.00 -0.04
C -4.24413 4.17129 -3.64522 0.20 0.03 -0.05
C -2.71370 4.22852 -3.76196 -0.07 0.09 -0.14
C -2.23685 5.68818 -3.74330 -0.10 -0.17 -0.05
C -2.32144 3.61390 -5.10819 -0.06 0.10 0.24
C -2.09026 3.49534 -2.58206 -0.10 0.13 0.06
C -2.37158 3.94778 -1.29135 -0.05 0.05 -0.18
C -1.84047 3.35626 -0.15747 0.27 -0.31 0.21
C -1.01415 2.26840 -0.33993 -0.16 0.21 -1.02
O -0.38096 1.49485 0.56131 0.05 0.18 0.71
B 0.31142 0.49833 -0.15134 -0.86 -0.18 -0.24
O 0.08525 0.72498 -1.52224 0.25 -0.14 -0.60
C -0.72620 1.79735 -1.62673 -0.47 0.70 0.53
C -1.24487 2.40177 -2.75503 0.21 -0.25 0.23
H -4.70629 4.67171 -4.49482 -0.08 0.07 -0.10
H -4.59152 4.65159 -2.73492 -0.06 0.05 0.10
H -4.57689 3.13540 -3.62850 -0.07 -0.10 0.00
H -2.64111 6.23252 -4.59530 -0.06 0.09 -0.11
H -1.15041 5.72306 -3.79099 0.11 0.05 -0.01
H -2.55067 6.19282 -2.83378 -0.02 0.08 0.09
H -2.78764 4.17439 -5.91712 -0.05 0.05 -0.06
H -2.65702 2.58176 -5.17390 0.01 -0.14 -0.06
H -1.24457 3.64656 -5.25219 0.14 -0.04 -0.07
H -3.02594 4.79551 -1.15036 -0.07 0.09 -0.06
H -2.05992 3.72933 0.82943 -0.05 0.05 0.15
H -0.98011 2.01737 -3.72550 -0.02 -0.04 -0.14
```
Forces are in eV/Å.

(2)
This record from the Open Molecules 2025 dataset describes a molecular structure, C20H21Br2Cl3N3O6TeTi. The level of theory is ωB97M-V/def2-TZVPD.

The value obtained for the gap between HOMO and LUMO (spin up / spin down) is 7.0 / 7.1 eV. Its expectation value of S² is 2.008. For the LUMO energy (spin up / spin down), the calculation gives 2.0524 / 1.5595 eV. As for the spin multiplicity: 3. Its HOMO energy (spin up / spin down) is -4.978 / -5.512 eV. The charge is -1.

The geometry in XYZ format:
```
57
Properties=species:S:1:pos:R:3:forces:R:3
Ti -0.65245 0.12825 0.04550 0.15 0.12 0.07
O -0.30819 -2.01935 -0.62582 0.00 -0.06 -0.04
C -0.67349 -2.87895 0.46202 0.00 0.00 -0.02
C -2.03769 -2.47907 1.00264 0.00 0.03 0.02
N -2.15264 -1.03265 1.29472 -0.04 -0.06 0.02
C -3.46184 -0.53336 0.85748 0.00 -0.01 0.00
C -3.45208 -0.45091 -0.67367 0.01 -0.01 0.01
O -4.48379 -0.54439 -1.30621 -0.01 -0.01 -0.01
O -2.26056 -0.28250 -1.16927 -0.07 -0.04 -0.01
C -1.80613 -0.71245 2.68137 -0.02 0.02 0.00
C -0.28448 -0.72327 2.82961 0.11 -0.08 0.17
O 0.23065 -0.98818 3.90056 -0.05 -0.04 -0.07
O 0.34154 -0.43743 1.73413 -0.02 -0.01 -0.16
H -1.00135 -2.05819 -1.30347 0.00 0.01 0.02
H 0.12428 -2.77481 1.19304 -0.03 0.01 0.00
H -0.70405 -3.91706 0.12190 0.01 0.00 0.00
H -2.27231 -3.06797 1.89634 0.00 0.00 0.00
H -2.78939 -2.72598 0.24894 0.01 0.00 -0.01
H -3.59916 0.47367 1.25200 0.01 0.00 0.00
H -4.28855 -1.16528 1.19313 0.00 0.00 0.00
H -2.26740 -1.39715 3.39822 0.01 0.00 0.00
H -2.13625 0.30604 2.89051 -0.01 -0.01 0.00
C 0.33713 0.51644 -3.37957 0.03 -0.03 -0.01
C -0.14043 1.79188 -2.76974 0.02 0.05 0.01
C -0.12011 2.97772 -3.54714 0.00 -0.01 0.00
C -0.59906 4.14493 -3.04207 0.00 -0.01 0.00
C -1.12706 4.17180 -1.72965 0.01 0.00 -0.01
C -1.71260 5.29225 -1.08976 0.00 -0.01 0.00
Br -1.82660 6.95609 -1.99956 0.00 0.00 0.00
C -2.21534 5.19784 0.17408 0.00 0.00 0.00
C -2.14495 3.98029 0.87382 0.02 0.03 0.01
Br -2.86394 3.87446 2.61891 0.00 0.00 0.01
C -1.56511 2.85713 0.32572 0.01 -0.03 -0.01
O -1.45608 1.70402 0.93323 -0.02 0.03 -0.04
C -1.06902 2.96985 -1.01009 0.00 0.02 0.00
N -0.57153 1.81172 -1.52851 0.00 -0.02 -0.04
H -0.05108 0.42870 -4.39531 -0.01 -0.01 0.00
H 0.01077 -0.34365 -2.80033 0.00 0.00 0.00
H 1.43056 0.53175 -3.43544 -0.02 0.02 0.00
H 0.29181 2.92951 -4.54569 0.00 0.00 0.00
H -0.58815 5.05092 -3.63259 0.00 0.00 0.00
H -2.67036 6.05560 0.64829 0.00 0.00 0.00
C 5.42836 -3.44250 1.31840 -0.06 -0.03 -0.07
Te 3.56446 -2.51572 1.80832 0.06 0.11 0.02
C 2.93963 -4.13354 3.04956 0.05 0.01 -0.04
H 6.01729 -3.60948 2.21780 -0.03 0.02 0.01
H 5.96480 -2.76835 0.65296 -0.02 0.01 0.01
H 5.25247 -4.38425 0.80298 0.01 0.00 0.00
H 3.68709 -4.30668 3.82093 -0.05 0.01 0.02
H 2.79910 -5.03495 2.45618 -0.04 0.03 0.03
H 2.00229 -3.82922 3.50963 -0.02 -0.04 0.04
Cl 4.17892 -1.59631 -2.23021 0.01 0.01 0.01
C 3.87253 -0.21050 -1.26868 -0.04 -0.04 -0.04
Cl 3.73890 1.67466 -3.06709 -0.03 -0.02 0.00
Cl 5.12474 0.33550 -0.23973 0.01 -0.02 0.02
C 2.55527 -0.00622 -0.85626 0.03 0.18 -0.02
N 1.46064 0.20928 -0.56708 0.01 -0.13 0.09
```
Forces are in eV/Å.

(3)
This record from the Open Molecules 2025 dataset describes C20H21BrN2O5 in the gas phase. The level of theory is ωB97M-V/def2-TZVPD.

The value obtained for the gap between HOMO and LUMO is 8.1 eV. For the LUMO energy, the calculation gives -0.1625 eV. Its SMILES is CCCNC(=O)COC(=O)c1ccccc1OCC(=O)Nc1ccc(Br)cc1. As for the spin multiplicity: 1. Its HOMO energy is -8.307 eV.

The geometry in XYZ format:
```
49
Properties=species:S:1:pos:R:3:forces:R:3
C -4.50268 -2.64882 1.69811 0.05 -0.27 -0.04
H -4.15697 -2.24165 2.64619 0.00 0.09 0.11
H -4.38162 -1.88756 0.93007 -0.03 0.14 -0.07
C -3.73236 -3.91766 1.34769 0.18 0.18 0.08
C -2.21897 -3.69622 1.31388 -0.12 -0.38 0.04
N -1.82420 -2.80241 0.25014 -0.33 0.39 0.35
C -1.11736 -3.20027 -0.81926 0.00 0.61 -0.22
O -0.67525 -4.31583 -0.97923 0.16 -0.27 -0.23
C -0.87559 -2.10485 -1.86710 0.51 -0.53 -0.19
H -1.25788 -2.45705 -2.82844 0.02 0.04 0.17
H 0.20474 -1.94211 -1.94966 -0.25 -0.10 0.01
O -1.53126 -0.88250 -1.56827 -0.32 0.06 -0.02
C -0.78105 0.13540 -1.10234 0.50 -0.02 0.07
O 0.41559 0.04399 -0.94838 -0.26 -0.25 -0.12
C -1.60463 1.32614 -0.81136 0.02 0.29 0.09
C -2.98513 1.31138 -1.00666 0.17 0.02 0.02
C -3.75189 2.42450 -0.73007 -0.13 0.09 0.02
C -3.14306 3.57590 -0.25424 -0.02 -0.17 -0.06
C -1.77645 3.61967 -0.05384 0.35 0.06 0.06
C -0.99189 2.50217 -0.32700 -0.23 -0.28 -0.11
O 0.34037 2.44508 -0.16318 -0.15 0.19 0.03
C 1.08411 3.53795 0.31585 0.25 0.45 0.19
H 1.01303 4.40368 -0.35539 0.02 -0.12 0.07
H 0.75550 3.84659 1.31685 0.05 -0.06 -0.12
C 2.56716 3.12951 0.41003 -0.58 -0.05 -0.10
O 3.39169 3.92688 0.79904 0.05 0.23 0.08
N 2.78845 1.85542 0.02839 -0.43 -0.35 -0.19
C 3.99311 1.15450 -0.00970 0.51 -0.13 0.04
C 3.94330 -0.17503 -0.43072 0.00 0.17 0.05
C 5.09459 -0.93308 -0.49447 0.14 0.03 0.03
C 6.30205 -0.35673 -0.13487 0.21 -0.09 0.00
C 6.36956 0.95993 0.28533 0.04 -0.28 -0.08
C 5.21527 1.71801 0.34881 -0.13 0.16 0.03
H 5.25718 2.74360 0.67514 -0.01 0.02 0.01
H 7.31795 1.39377 0.56221 0.06 0.02 0.02
Br 7.89641 -1.39696 -0.22116 -0.15 0.09 0.01
H 5.05668 -1.96146 -0.81920 -0.01 -0.06 -0.02
H 2.99291 -0.60708 -0.70594 -0.12 -0.07 -0.04
H 1.97632 1.32026 -0.27451 0.05 0.20 0.08
H -1.31861 4.52420 0.31390 0.07 0.07 0.04
H -3.73718 4.45084 -0.03782 -0.04 0.08 0.02
H -4.81886 2.39946 -0.88561 -0.09 -0.01 -0.02
H -3.44675 0.41345 -1.38603 -0.03 -0.05 -0.02
H -2.19471 -1.86496 0.26828 0.12 -0.09 -0.14
H -1.88061 -3.28455 2.27073 0.01 -0.09 -0.03
H -1.70323 -4.64106 1.12952 -0.01 0.13 0.11
H -4.05820 -4.29151 0.37544 0.02 -0.10 0.00
H -3.94553 -4.68670 2.09148 -0.02 -0.07 -0.01
H -5.56407 -2.86622 1.78738 -0.11 0.09 0.00
```
Forces are in eV/Å.

(4)
This record from the Open Molecules 2025 dataset describes C20H21ClFNO3S in the gas phase in a non-equilibrium geometry. The level of theory is ωB97M-V/def2-TZVPD.

The value obtained for the gap between HOMO and LUMO is 8.8 eV. For the LUMO energy, the calculation gives 0.5547 eV. Its SMILES is CC(=O)Oc1cc2c(s1)CCN([C@H](C(=O)CCCCl)c1ccccc1F)C2. As for the spin multiplicity: 1. Its HOMO energy is -8.243 eV.

The geometry in XYZ format:
```
48
Properties=species:S:1:pos:R:3:forces:R:3
O 3.40106 -3.54063 2.17085 -2.99 0.37 0.25
O -0.20418 1.89356 0.95439 -0.10 -1.24 -4.20
F -0.84488 3.36429 -3.14851 0.65 -0.56 -0.42
Cl 4.79133 1.98638 -0.13523 -0.44 -0.24 0.11
O 1.20326 -3.15585 2.93235 3.59 -2.45 2.19
S 1.29470 -3.29525 0.13626 -1.39 1.36 0.52
C 2.51433 -3.61034 3.02156 3.38 -0.19 0.21
C 0.02544 1.51593 -0.23559 0.77 -0.09 3.80
C 0.78395 -2.79032 1.74659 -1.98 2.04 -1.99
C -0.27869 -1.93206 1.74923 0.76 -1.99 -2.73
C -0.82927 -1.74077 0.46012 3.10 -0.43 -0.36
C -0.05840 -2.29514 -0.51398 0.28 -0.94 0.67
C -3.71253 4.61010 -1.24113 1.60 -0.74 -1.41
C -3.88816 3.49769 -0.38603 -1.14 0.92 0.76
C -2.70499 4.45692 -2.25428 -0.81 -0.86 1.82
C -3.02696 2.38581 -0.38469 -1.14 0.65 0.24
C -1.81158 3.34711 -2.23435 -2.49 2.63 0.40
C -1.96553 2.35934 -1.30964 -0.05 -1.98 0.52
N -1.66516 -0.14506 -1.13353 0.53 1.03 -2.21
C 3.02252 -4.21964 4.34556 -1.64 1.05 0.71
C -1.84678 -0.76394 0.15584 -1.72 0.72 -0.28
C -0.99530 1.17666 -1.31749 -1.18 0.11 0.73
C 3.84549 0.46035 0.09604 -1.40 1.15 1.96
C -0.17822 -2.01405 -1.95885 -1.29 -0.85 -1.20
C 1.45762 1.28969 -0.65562 -0.26 -0.27 -0.17
C -1.43610 -1.11267 -2.25614 -0.67 -1.22 1.42
C 2.31634 0.65915 0.42254 2.09 -0.27 1.09
H -0.86277 -1.64434 2.52625 -0.89 0.85 2.85
H -4.27946 5.58611 -1.18684 0.40 -1.61 -0.09
H -4.80618 3.58466 0.27292 1.46 -0.52 -0.46
H -2.70910 5.12920 -3.07406 0.52 0.72 -0.50
H -3.25972 1.56242 0.35932 0.65 1.06 -1.30
H 2.49454 -3.73579 5.22699 0.68 -0.83 -0.91
H 4.11845 -4.10544 4.41480 -0.74 0.24 -0.21
H 2.82254 -5.29004 4.30836 -0.23 -0.01 0.21
H -1.94732 -0.01310 0.96782 0.10 -0.38 -0.62
H -2.78699 -1.32534 0.07192 -0.34 0.30 0.29
H -0.49355 1.11770 -2.29262 -0.05 0.23 0.42
H 3.93628 -0.06708 -0.78056 0.51 -1.30 -2.01
H 4.30262 -0.07532 0.93942 -0.08 0.18 -0.43
H -0.18974 -2.99233 -2.55702 0.02 1.50 0.53
H 0.64280 -1.40675 -2.24118 1.29 0.26 -0.60
H 1.78400 2.29075 -0.88516 0.53 0.53 -0.32
H 1.44566 0.71086 -1.61674 0.38 0.34 0.90
H -1.41678 -0.67487 -3.27497 0.26 0.23 0.88
H -2.32842 -1.78467 -2.27771 0.45 0.42 0.14
H 1.96173 -0.34736 0.62173 -0.16 -0.40 -0.13
H 2.36214 1.09350 1.45106 -0.83 0.46 -1.07
```
Forces are in eV/Å.

Computed values of energy above the lowest of the compared OMol25 structures with the same formula, charge and spin (unit: kcal per mole) for the preceding records, in sequence: 134.9 7.4 0.0 38.0.
Computed values of energy (unit: Eh) for the preceding records, in sequence: -1500.32068 -9036.78697 -3834.51262 -2013.34937.
Computed values of molecular weight (unit: u) for the preceding records, in sequence: 593.278 841.037 449.301 409.910.